Formula: C46H48Cl2CsN4O2Se2Te
Source: the Open Molecules 2025 dataset
Level of theory: ωB97M-V/def2-TZVPD

E_LUMO (spin up / spin down) in eV: 3.603 / 3.595
Multiplicity: 2
HOMO level (spin up / spin down) in eV: -1.84 / -1.84
DFT total energy in Eh: -8162.70412
Charge: -2

```
106
Properties=species:S:1:pos:R:3:forces:R:3
Cs -1.25261 -0.75202 1.85735 0.70 0.16 -0.22
Cl -4.02057 -5.42097 2.94817 0.01 0.01 0.05
C -3.13138 -4.61063 4.21424 -0.01 -0.01 -0.02
C -3.25461 -5.08416 5.51748 0.00 0.00 -0.01
C -2.58812 -4.48309 6.55031 -0.04 -0.07 0.06
Cl -2.78683 -5.11367 8.18013 0.02 0.03 -0.05
C -1.75496 -3.36864 6.31490 0.04 0.06 -0.03
C -1.04077 -2.68136 7.32098 -0.01 -0.02 0.02
C -0.26232 -1.61012 6.99044 0.02 0.01 0.02
C -0.18491 -1.21943 5.64258 0.01 -0.05 -0.07
N -0.83134 -1.83197 4.68166 -0.08 -0.04 0.24
C -1.62176 -2.89039 4.98459 0.04 0.01 0.02
C -2.33345 -3.50159 3.85340 -0.05 -0.03 -0.09
O -2.22451 -3.04439 2.68808 -0.33 -0.74 0.38
H -3.89073 -5.93811 5.71012 0.00 0.00 0.00
H -1.12285 -3.01616 8.34675 0.00 0.00 0.00
H 0.29199 -1.06634 7.74437 0.00 0.00 0.00
H 0.43664 -0.37861 5.34970 0.00 0.01 0.02
C 1.77871 0.47305 -2.27231 0.03 -0.01 0.02
N 2.82891 -0.44038 -2.67466 -0.06 -0.05 0.01
C 2.65062 -1.71401 -3.09750 0.18 0.30 0.00
Se 1.08564 -2.53416 -3.56806 -0.03 -0.19 -0.01
N 3.89073 -2.25900 -3.20069 -0.04 -0.01 -0.01
C 4.86719 -1.34128 -2.84434 -0.02 -0.06 -0.03
C 6.24804 -1.40773 -2.79442 0.04 0.00 0.03
C 6.92113 -0.26861 -2.37733 -0.03 0.00 -0.01
C 6.22984 0.89279 -2.02470 -0.01 -0.06 -0.01
C 4.84551 0.95574 -2.08313 0.04 0.04 0.05
C 4.18067 -0.18313 -2.49954 -0.07 0.02 -0.03
H 0.81963 0.04226 -2.54563 0.01 0.00 0.01
H 1.90315 1.42939 -2.78213 0.00 0.00 -0.01
H 1.83463 0.61368 -1.19139 0.00 0.00 0.01
H 4.01771 -3.22139 -3.45544 -0.01 0.00 0.00
H 6.77966 -2.31909 -3.03611 0.00 0.00 0.01
H 7.99913 -0.29369 -2.28630 0.00 0.00 0.01
H 6.78474 1.74917 -1.66377 0.00 0.00 0.00
H 4.30223 1.83749 -1.77217 0.01 0.01 0.00
C -0.13070 2.75717 2.66009 0.04 0.00 -0.02
C -1.52027 2.35343 2.15301 -0.15 0.12 0.04
O -2.44924 2.25325 2.99892 0.03 0.01 -0.06
N -1.55117 2.10864 0.86294 -0.01 0.22 -0.19
Te -3.61893 1.42003 0.26078 -0.18 0.28 -0.13
C -5.66904 1.88298 -0.59175 0.06 -0.13 -0.05
C -6.33566 3.03325 -0.16653 0.09 0.06 0.06
C -5.77132 3.99679 0.85584 -0.07 -0.04 -0.05
C -7.59364 3.34059 -0.69546 0.01 0.01 0.01
C -8.21061 2.53089 -1.62921 -0.03 -0.01 -0.03
C -9.56694 2.86980 -2.19199 0.04 -0.03 0.01
C -7.54670 1.37521 -2.03030 0.00 0.03 0.01
C -6.29710 1.03865 -1.52611 0.00 -0.01 0.02
C -5.65468 -0.23832 -1.99926 -0.03 0.06 0.01
C -2.74628 1.41184 -1.68284 -0.05 0.10 -0.03
C -2.56973 2.64600 -2.32868 -0.02 0.02 0.02
C -3.01127 3.94104 -1.70066 0.01 -0.06 0.02
C -1.94313 2.68551 -3.56808 0.03 -0.04 -0.04
C -1.47385 1.53299 -4.18751 0.00 0.06 -0.02
C -0.77065 1.58386 -5.51912 -0.03 0.01 0.05
C -1.64952 0.32632 -3.53588 -0.03 -0.02 0.02
C -2.27112 0.24360 -2.28865 -0.01 -0.07 0.05
C -2.37169 -1.14031 -1.69077 -0.03 0.09 -0.04
H -0.09049 3.84540 2.74005 -0.02 0.00 0.03
H 0.65960 2.43506 1.98300 0.02 0.00 0.01
H 0.02110 2.33450 3.65408 0.01 0.00 0.00
H -4.81398 3.66907 1.25315 0.01 0.03 0.02
H -6.46604 4.10602 1.69168 0.01 0.00 0.01
H -5.63699 4.98638 0.41092 0.01 0.00 0.00
H -8.09612 4.24302 -0.35592 -0.01 0.00 0.00
H -9.93920 3.80878 -1.78130 0.00 0.00 0.00
H -10.29296 2.08732 -1.95946 -0.02 0.01 -0.01
H -9.52755 2.96650 -3.27926 -0.01 0.01 0.00
H -8.01931 0.71251 -2.75064 -0.01 0.00 0.00
H -6.38682 -0.88052 -2.49109 0.00 0.00 0.00
H -5.21670 -0.78456 -1.16317 0.02 -0.01 -0.01
H -4.85168 -0.02726 -2.70721 0.01 -0.02 0.00
H -2.54391 4.05381 -0.71985 -0.01 0.01 0.00
H -4.09399 3.95682 -1.55962 0.00 0.02 0.01
H -2.73008 4.78617 -2.33071 0.00 0.01 -0.01
H -1.80332 3.64637 -4.05468 0.00 0.00 0.00
H -0.65595 2.61278 -5.86245 0.01 0.00 -0.01
H -1.32871 1.03087 -6.27761 0.01 0.00 -0.01
H 0.21941 1.12866 -5.45000 0.00 -0.01 -0.01
H -1.26230 -0.58372 -3.98387 0.00 0.00 0.01
H -2.94241 -1.79090 -2.35728 0.03 -0.04 0.01
H -2.87168 -1.14462 -0.72513 -0.01 0.01 -0.01
H -1.37788 -1.58327 -1.58932 0.01 0.00 0.00
C 9.71114 -1.55578 0.78124 -0.08 0.00 0.00
C 8.20491 -1.47618 0.79611 0.04 0.02 0.00
C 7.54094 -0.32390 1.19325 -0.01 0.00 0.01
C 6.15224 -0.23267 1.19477 0.03 0.00 0.00
C 5.50827 1.04698 1.64159 0.01 0.00 0.00
C 5.36130 -1.32729 0.78257 -0.08 -0.01 -0.06
Se 3.45738 -1.18987 0.76473 -0.04 0.02 0.04
C 6.03471 -2.50327 0.38559 0.04 0.02 -0.01
C 5.29745 -3.73496 -0.07453 -0.04 0.04 0.01
C 7.42485 -2.55356 0.40243 -0.01 -0.01 -0.02
H 10.15183 -0.65997 1.22202 0.01 0.00 0.00
H 10.09704 -1.64956 -0.23828 0.02 0.00 0.00
H 10.07112 -2.42011 1.34514 0.02 0.00 0.00
H 8.12209 0.53746 1.51512 0.00 0.01 0.00
H 6.26242 1.76406 1.97619 0.00 0.01 0.00
H 4.79717 0.85561 2.44751 0.00 0.02 0.00
H 4.91978 1.48873 0.83316 -0.01 -0.02 0.01
H 4.22439 -3.55479 -0.09459 0.01 0.00 -0.01
H 5.49410 -4.57606 0.59611 0.00 -0.01 -0.01
H 5.62847 -4.02861 -1.07659 0.02 -0.02 0.00
H 7.91486 -3.47406 0.08779 -0.01 0.00 0.00
```
Forces are in eV/Å.

Mulliken population analysis, charges in e, atoms 1 to 4: 1.452 -0.273 0.513 -0.687

---

Formula: CH7N3O
Source: the Open Molecules 2025 dataset
Level of theory: ωB97M-V/def2-TZVPD

E_LUMO in eV: 0.835
SMILES: N=C(N)N.O
HOMO level in eV: -9.17
DFT total energy in Eh: -281.82491

```
12
Properties=species:S:1:pos:R:3:forces:R:3
N 0.67862 -0.70919 0.79050 0.37 0.20 0.49
C -0.33307 0.05933 0.64985 -0.67 -0.05 -0.07
N -1.64998 -0.28045 1.00040 0.61 -0.22 0.39
N -0.19407 1.33555 0.18261 0.07 -0.11 -0.12
H 0.45793 -1.52489 1.35684 -0.01 -0.06 -0.39
H -1.69696 -1.25436 1.26694 -0.29 0.14 -0.15
H -2.37542 -0.01179 0.35685 -0.01 0.07 -0.03
H -1.00572 1.77481 -0.21717 0.11 0.05 -0.05
H 0.68573 1.51887 -0.27702 -0.18 0.05 -0.08
O 1.71659 0.06401 -1.81974 0.24 -0.16 -0.02
H 1.76950 -0.28478 -0.91062 -0.21 -0.11 -0.04
H 1.94685 -0.68709 -2.37943 -0.03 0.19 0.08
```
Forces are in eV/Å.

natural (NBO) population analysis, charges in e, atoms 1 to 4: -0.829 0.598 -0.841 -0.806